[1]
Computed, not measured: a molecular structure, C2H6INOS2, with ωB97M-V with the def2-TZVPD basis set.

The value obtained for the molecular weight is 251.1 g mol⁻¹. The value obtained for the orbital gap (alpha / beta) is 7.7 / 7.7 eV. As for the energy above the lowest of the compared OMol25 structures with the same formula, charge and spin: 22.4 kcal/mol. The charge is 0. For the lowest unoccupied orbital energy (alpha / beta), the calculation gives -0.0346 / -0.0346 hartree.

Element x y z (Å)
C  1.030  0.201  0.516
C  -0.419  -0.307  0.466
N  -0.963  0.777  -3.223
O  0.288  -1.864  -3.463
S  -0.731  -1.605  -0.879
S  0.424  -0.847  -2.403
I  -0.340  2.444  -2.289
H  1.434  0.068  -0.491
H  1.270  1.070  1.016
H  1.493  -0.565  1.197
H  -1.210  0.406  0.226
H  -0.685  -0.830  1.378
H  -0.576  0.780  -4.094


[2]
Computed, not measured: a molecular structure, C33H33F11O37PPd, with ωB97M-V with the def2-TZVPD basis set.

The value obtained for the molecular weight is 1368.0 g mol⁻¹. The value obtained for the orbital gap (alpha / beta) is 9.0 / 8.6 eV. As for the energy above the lowest of the compared OMol25 structures with the same formula, charge and spin: 0.0 kcal/mol. The charge is -1. For the lowest unoccupied orbital energy (alpha / beta), the calculation gives 0.0673 / 0.0386 hartree. The spin multiplicity is 3.

Element x y z (Å)
Pd  1.057  -1.906  -0.632
P  0.175  -0.022  0.497
O  -0.392  1.283  1.070
O  -0.178  -0.308  -1.009
O  -0.020  -1.420  1.221
O  1.723  -0.148  0.316
C  0.874  0.195  4.009
C  2.347  -0.043  3.535
O  2.760  -1.090  4.357
C  1.883  -1.303  5.397
O  2.122  -1.957  6.354
O  0.752  -0.653  5.135
F  3.125  1.038  3.888
H  0.202  0.005  3.175
H  0.867  1.198  4.438
H  2.346  -0.071  2.442
C  -1.200  -2.979  3.726
C  -0.171  -3.895  3.087
O  -0.915  -5.008  2.625
C  -2.134  -5.002  3.141
O  -2.954  -5.865  3.010
O  -2.338  -3.823  3.770
F  0.629  -4.415  4.079
H  -1.296  -2.145  3.029
H  -0.929  -2.604  4.709
H  0.462  -3.522  2.290
C  -1.094  -1.120  -5.444
C  -2.144  -2.241  -5.152
O  -1.603  -2.936  -4.027
C  -0.591  -2.239  -3.498
O  0.176  -2.620  -2.646
O  -0.242  -1.297  -4.346
F  -2.275  -3.129  -6.159
H  -1.503  -0.122  -5.272
H  -0.696  -1.140  -6.457
H  -3.116  -1.819  -4.899
C  5.430  -0.829  -3.891
C  4.155  -0.595  -4.707
O  3.129  -0.772  -3.815
C  3.615  -1.451  -2.750
O  2.918  -1.839  -1.856
O  4.895  -1.741  -2.941
F  4.052  -1.555  -5.697
H  5.762  0.104  -3.432
H  6.168  -1.258  -4.563
H  4.365  0.341  -5.230
C  -3.322  -5.536  -0.706
C  -2.300  -6.515  -1.304
O  -1.059  -5.916  -1.004
C  -1.272  -4.643  -0.690
O  -0.417  -3.891  -0.334
O  -2.584  -4.332  -0.763
F  -2.359  -6.531  -2.673
H  -3.444  -5.887  0.324
H  -4.269  -5.587  -1.235
H  -2.388  -7.550  -0.976
C  1.347  3.404  2.232
C  -0.139  3.902  2.437
O  0.008  5.308  2.199
C  1.305  5.640  2.395
O  1.783  6.706  2.130
O  2.042  4.572  2.666
F  -0.616  3.838  3.699
H  1.541  3.175  1.186
H  1.531  2.541  2.859
H  -0.811  3.314  1.813
C  -2.180  3.511  -0.587
C  -1.820  4.945  -0.979
O  -2.622  5.719  -0.118
C  -3.271  4.984  0.807
O  -4.016  5.453  1.606
O  -3.075  3.690  0.527
F  -2.018  5.281  -2.276
H  -1.314  2.867  -0.461
H  -2.862  3.102  -1.334
H  -0.789  5.241  -0.776
C  -3.315  0.394  -0.432
C  -3.337  -1.077  -0.697
O  -3.074  -1.172  -2.053
C  -3.504  -0.024  -2.621
O  -3.484  0.178  -3.806
O  -3.725  0.912  -1.677
F  -4.636  -1.497  -0.468
H  -2.285  0.647  -0.175
H  -3.865  0.696  0.457
H  -2.688  -1.641  -0.025
C  -2.525  1.616  3.725
C  -2.864  0.146  3.520
O  -4.278  0.121  3.446
C  -4.764  1.277  3.891
O  -5.915  1.559  4.034
O  -3.744  2.069  4.255
F  -2.419  -0.526  4.624
H  -2.217  2.055  2.775
H  -1.750  1.823  4.458
H  -2.386  -0.256  2.626
C  1.686  1.957  -1.880
C  0.658  2.275  -2.934
O  1.490  2.325  -4.084
C  2.797  2.483  -3.732
O  3.692  2.690  -4.489
O  2.866  2.552  -2.395
F  0.037  3.448  -2.627
H  1.970  0.901  -1.905
H  1.467  2.205  -0.846
H  -0.080  1.478  -3.009
C  4.568  0.345  0.002
C  4.553  1.536  0.941
O  4.980  2.532  0.037
C  5.705  1.971  -0.972
O  6.152  2.560  -1.906
O  5.696  0.641  -0.829
F  5.519  1.388  1.897
H  3.724  0.136  -0.648
H  4.857  -0.577  0.507
H  3.632  1.765  1.469


Number 1: F_max 0.097 Eh/bohr. Number 2: F_max 0.064 Eh/bohr.